(1)
Below is a 2-piece molecular cluster, C3H3NS2 overall at a distorted geometry, with properties calculated with ωB97M-V/def2-TZVPD.

Last column: Mulliken charge in e.
Geometry (Å):
C1 1.4718 -0.4340 -0.7552  -0.774
C2 1.2999 0.1025 0.4107  0.554
C3 -2.4268 0.2759 -0.1888  0.479
N1 1.3738 0.7604 1.4383  -0.494
S1 -2.0985 -1.2385 -0.0632  -0.224
S2 -2.7742 1.7511 -0.4251  -0.267
H1 0.6507 -0.1822 -1.5571  0.178
H2 1.8280 -1.4571 -0.9390  0.254
H3 0.6752 0.4220 2.0793  0.294

## Properties
Energy: -967.1760 a.u.
Charge: 0
ΔE to the lowest compared entry with this formula, charge and spin: 25.07 kcal per mole
LUMO: -0.1904 eV
Orbital gap: 0.3349 hartree

(2)
Below is one molecule with the formula C9H10N2O2 at a distorted geometry, with properties calculated with ωB97M-V/def2-TZVPD.

Last column: Mulliken charge in e.
Geometry (Å):
O1 -2.1374 -1.1045 -0.7803  -0.626
C1 -1.7025 0.0069 -0.6646  0.502
N1 -2.2347 1.1563 -1.2821  -0.305
C2 -1.6196 2.3222 -0.7447  -0.849
C3 -0.2218 1.7801 -0.4454  -0.377
O2 0.5483 1.8734 -1.5836  -0.568
N2 -0.5732 0.4024 -0.0297  0.033
C4 0.4159 -0.4263 0.4521  0.658
C5 1.7891 0.0093 0.4450  -0.444
C6 2.7216 -0.8158 1.0747  -0.392
C7 2.4056 -2.1035 1.6667  -0.500
C8 1.0806 -2.4924 1.5808  -0.519
C9 0.1212 -1.6336 0.9968  -0.250
H1 -3.2813 1.2084 -1.3221  0.318
H2 -1.5011 3.0436 -1.5358  0.367
H3 -2.0437 2.7709 0.1471  0.347
H4 0.1857 2.4242 0.3552  0.597
H5 0.1412 1.1156 -2.1914  0.453
H6 2.0071 1.0371 0.0888  0.299
H7 3.7630 -0.3987 1.2391  0.261
H8 3.2197 -2.6569 2.1887  0.344
H9 0.8351 -3.5566 1.9269  0.261
H10 -0.8989 -1.9299 1.0295  0.390

## Properties
Energy: -608.9470 a.u.
Charge: 0
SMILES: O=C1NC[C@H](O)N1c1ccccc1
ΔE to the lowest compared entry with this formula, charge and spin: 9.87 kcal per mole
LUMO: 0.7084 eV
Orbital gap: 0.3435 hartree

(3)
Below is a 5-piece molecular cluster, C7H25O8P overall at a distorted geometry, with properties calculated with ωB97M-V/def2-TZVPD.

Last column: Mulliken charge in e.
Geometry (Å):
C1 0.1221 1.6491 -1.9129  -0.553
O1 -0.5586 0.3856 -1.8254  -0.047
P1 -0.6076 -0.5537 -3.0822  0.889
O2 0.6936 -0.9690 -3.6389  -0.727
O3 -1.5179 -1.7750 -2.5797  -0.216
C2 -1.2002 -3.1309 -2.7983  -0.753
O4 -1.5902 0.2379 -4.0541  -0.318
C3 -2.4122 -0.4000 -5.0582  -0.580
H1 0.5426 1.8331 -0.9312  0.065
H2 -0.5975 2.4214 -2.2018  0.258
H3 0.8356 1.6474 -2.7407  0.362
H4 -1.3445 -3.7477 -1.9161  0.256
H5 -0.1850 -3.2737 -3.1782  0.349
H6 -1.8206 -3.5167 -3.6148  0.266
H7 -3.4079 0.0099 -4.8827  0.229
H8 -2.4232 -1.4776 -4.9497  0.250
H9 -2.0862 0.0317 -6.0005  0.250
C4 -0.8841 2.4586 2.6822  -0.633
O5 0.1833 2.6935 1.8003  -0.500
H10 -1.8569 2.8298 2.3251  0.285
H11 -1.1224 1.3946 2.7929  0.229
H12 -0.7240 2.8995 3.6647  0.273
H13 0.3721 1.8116 1.4124  0.355
C5 5.1242 0.3206 3.8364  -0.659
O6 4.8586 -0.9211 3.2167  -0.486
H14 5.1223 1.1786 3.1477  0.284
H15 4.4182 0.6156 4.6091  0.267
H16 6.1421 0.2820 4.2461  0.302
H17 5.4779 -1.0452 2.4958  0.295
C6 -2.8356 -0.8152 1.0073  -0.344
O7 -3.1000 -0.0499 2.1748  -0.536
H18 -2.2422 -0.2530 0.2784  -0.051
H19 -2.3576 -1.7697 1.2312  0.316
H20 -3.7629 -1.0947 0.4883  0.326
H21 -3.1494 0.8590 1.8672  0.298
C7 1.6186 -0.0756 2.2326  -0.619
O8 0.8062 0.0317 1.0613  -0.405
H22 1.1652 0.5274 3.0242  0.249
H23 1.6982 -1.0971 2.6056  0.346
H24 2.6044 0.3379 2.0448  0.203
H25 0.0014 -0.4906 1.1202  0.222

## Properties
Energy: -1224.9777 a.u.
Charge: 0
SMILES: COP(=O)(OC)OC.CO.CO.CO.CO
ΔE to the lowest compared entry with this formula, charge and spin: 10.04 kcal per mole
LUMO: 0.6578 eV
Orbital gap: 0.3922 hartree

(4)
Below is C2H8IN2 as an isolated structure at a distorted geometry, with properties calculated with ωB97M-V/def2-TZVPD.

Last column: Mulliken charge in e.
Geometry (Å):
C1 -0.8953 2.1810 0.7669  -0.778
C2 1.0225 -1.7400 0.5988  -0.437
N1 -1.3160 2.8605 -0.2463  -0.203
N2 0.9131 -2.8139 -0.6101  -0.420
I1 0.7193 0.2098 -0.3536  0.201
H1 -0.1293 2.7494 1.3251  0.365
H2 -1.5251 1.2558 1.0776  0.411
H3 1.8636 -1.7462 1.2418  0.407
H4 -0.0413 -2.7739 -1.0769  0.381
H5 -2.1263 2.5994 -0.6596  0.193
H6 1.6786 -2.7875 -1.2870  0.354
H7 -0.9807 3.7320 -0.4530  0.195
H8 0.8170 -3.7265 -0.3236  0.331

## Properties
Energy: -487.7415 a.u.
Charge: +1
ΔE to the lowest compared entry with this formula, charge and spin: 64.63 kcal per mole
LUMO (spin up / spin down): -3.8296 / -5.2626 eV
Orbital gap (spin up / spin down): 0.1836 / 0.2979 hartree
2S+1: 3